No. 1
{
  "formula": "C2H6N3S",
  "method": "the ωB97M-V functional and the def2-TZVPD basis",
  "e_homo_ev": -13.2,
  "charge": 1,
  "relative_energy_ev": 1.544,
  "gap_ev": 9.46,
  "largest_force_ev_per_a": 3.9,
  "elements": ["C", "C", "N", "N", "N", "S", "H", "H", "H", "H", "H", "H"],
  "positions_angstrom": [[2.04, 0.24, 0.34], [-2.94, 0.04, -0.28], [3.35, 0.10, 0.44], [-3.81, 0.43, 0.44], [-1.90, -0.39, -0.79], [1.16, -0.24, -0.98], [1.49, 0.60, 1.23], [3.84, 0.09, 1.34], [-0.75, -0.34, -0.54], [-4.49, 1.22, 0.40], [-1.85, -1.11, -1.41], [3.85, -0.63, -0.18]]
}

---

No. 2
{
  "formula": "C2H6N3S2",
  "method": "the ωB97M-V functional and the def2-TZVPD basis",
  "e_homo_ev": -14.0,
  "charge": 1,
  "relative_energy_ev": 3.091,
  "gap_ev": 8.31,
  "largest_force_ev_per_a": 6.1,
  "elements": ["C", "C", "N", "N", "N", "S", "S", "H", "H", "H", "H", "H", "H"],
  "positions_angstrom": [[1.50, 0.79, 0.67], [0.06, -0.66, -0.67], [0.99, 1.22, -0.56], [0.27, 0.61, -1.28], [-0.44, -1.58, -1.44], [1.00, -0.98, 0.80], [-1.78, 0.77, 0.69], [2.54, 0.93, 0.72], [1.13, 1.35, 1.51], [-2.89, 1.00, 1.31], [-0.36, -2.53, -1.10], [-0.81, -1.26, -2.32], [-1.22, 0.33, 1.67]]
}

---

No. 3
{
  "formula": "C2H6N4",
  "method": "the ωB97M-V functional and the def2-TZVPD basis",
  "e_homo_ev": -8.8,
  "smiles": "[H]/N=C(/N)NN=C",
  "relative_energy_ev": 2.047,
  "gap_ev": 9.79,
  "largest_force_ev_per_a": 2.4,
  "elements": ["C", "C", "H", "H", "H", "H", "H", "H", "N", "N", "N", "N"],
  "positions_angstrom": [[0.50, 0.47, -0.49], [-0.91, -1.43, 1.26], [0.35, 2.50, -0.73], [1.92, 1.58, -1.15], [0.97, -1.36, -0.22], [-1.54, 0.85, -0.83], [-0.05, -1.00, 1.86], [-1.25, -2.42, 1.47], [0.96, 1.71, -0.82], [1.38, -0.48, -0.50], [-0.91, 0.38, -0.13], [-1.42, -0.80, 0.27]]
}

---

No. 4
{
  "formula": "C2H6N4",
  "method": "the ωB97M-V functional and the def2-TZVPD basis",
  "e_homo_ev": [-8.6, -8.5],
  "relative_energy_ev": 8.171,
  "gap_ev": [8.80, 8.56],
  "largest_force_ev_per_a": 3.4,
  "elements": ["C", "C", "N", "N", "N", "N", "H", "H", "H", "H", "H", "H"],
  "positions_angstrom": [[0.93, 0.59, -0.37], [1.28, -0.48, 0.55], [-1.25, 0.75, 0.80], [-0.58, 0.95, -0.45], [-1.45, -0.14, -0.22], [-1.12, -1.41, -0.11], [1.30, 1.59, -0.19], [1.07, 0.25, -1.38], [1.56, -1.36, -0.01], [0.93, -0.55, 1.60], [-1.86, 1.55, 0.91], [-0.80, -1.73, -1.14]]
}

---

No. 5
{
  "formula": "C2H6N4O",
  "method": "the ωB97M-V functional and the def2-TZVPD basis",
  "e_homo_ev": -8.7,
  "smiles": "CON1N=NCN1",
  "relative_energy_ev": 6.853,
  "gap_ev": 9.53,
  "largest_force_ev_per_a": 4.5,
  "elements": ["C", "C", "N", "N", "N", "N", "O", "H", "H", "H", "H", "H", "H"],
  "positions_angstrom": [[-2.09, 0.43, 0.16], [2.30, -0.31, -0.33], [-1.78, -0.85, -0.64], [-0.65, -1.20, -0.36], [-0.87, 0.86, 0.71], [0.01, -0.46, 0.45], [1.33, -0.52, 0.73], [-2.63, 1.24, -0.24], [-2.66, 0.18, 1.03], [1.85, 0.38, -1.04], [2.41, -1.35, -0.87], [3.17, -0.08, 0.20], [-0.40, 1.68, 0.20]]
}

---

No. 6
{
  "formula": "C2H6N4O",
  "method": "the ωB97M-V functional and the def2-TZVPD basis",
  "e_homo_ev": -8.8,
  "smiles": "[H]/N=C(\\N)NNC=O",
  "relative_energy_ev": 2.303,
  "gap_ev": 9.40,
  "largest_force_ev_per_a": 4.7,
  "elements": ["C", "C", "H", "H", "H", "H", "H", "H", "N", "N", "N", "N", "O"],
  "positions_angstrom": [[0.58, -0.37, -0.98], [-1.20, 1.04, 1.40], [0.12, -2.17, -1.41], [-0.55, -1.73, 0.30], [1.10, -0.70, -2.78], [1.05, 1.48, -0.11], [0.49, 0.36, 2.22], [-1.56, 1.07, 2.38], [-0.19, -1.45, -0.78], [1.14, 0.05, -2.11], [0.75, 0.53, 0.16], [-0.02, 0.42, 1.34], [-1.71, 1.46, 0.38]]
}

---

No. 7
{
  "formula": "C2H6N4O",
  "method": "the ωB97M-V functional and the def2-TZVPD basis",
  "e_homo_ev": -9.3,
  "smiles": "N/N=C\\NC(N)=O",
  "relative_energy_ev": 3.606,
  "gap_ev": 10.10,
  "largest_force_ev_per_a": 7.6,
  "elements": ["C", "C", "H", "H", "H", "H", "H", "H", "N", "N", "N", "N", "O"],
  "positions_angstrom": [[-0.77, -1.01, -0.68], [1.49, -0.14, -0.07], [-1.06, 0.12, 1.36], [-2.29, 1.19, 0.92], [-1.11, -1.90, -1.34], [0.68, -1.77, 0.88], [2.04, 1.68, -0.71], [0.34, 1.62, -0.25], [-1.53, 0.73, 0.50], [-1.84, -0.23, -0.56], [0.22, -0.88, 0.43], [1.29, 1.11, -0.61], [2.55, -0.51, 0.14]]
}

---

No. 8
{
  "formula": "C2H6N4O",
  "method": "the ωB97M-V functional and the def2-TZVPD basis",
  "e_homo_ev": -9.1,
  "smiles": "[H]/N=C(/N)N/C=N/O",
  "relative_energy_ev": 2.671,
  "gap_ev": 10.03,
  "largest_force_ev_per_a": 2.9,
  "elements": ["C", "C", "H", "H", "H", "H", "H", "H", "N", "N", "N", "N", "O"],
  "positions_angstrom": [[1.33, 0.15, -0.09], [-1.09, 0.18, 0.18], [3.16, -0.07, 0.00], [2.28, -1.42, 0.72], [0.61, 1.80, -0.28], [0.04, -1.35, -0.57], [-0.95, 1.06, 0.82], [-4.01, -0.32, -0.29], [2.39, -0.72, -0.07], [1.52, 1.40, -0.18], [0.11, -0.53, 0.04], [-2.11, -0.43, -0.34], [-3.28, 0.26, 0.06]]
}

---

No. 9
{
  "formula": "C2H6N4O",
  "method": "the ωB97M-V functional and the def2-TZVPD basis",
  "e_homo_ev": -8.4,
  "smiles": "NN/C=C(/N)N=O",
  "relative_energy_ev": 5.436,
  "gap_ev": 7.90,
  "largest_force_ev_per_a": 4.6,
  "elements": ["C", "C", "N", "N", "N", "N", "O", "H", "H", "H", "H", "H", "H"],
  "positions_angstrom": [[0.35, 0.52, -0.09], [-0.99, 0.10, -0.02], [1.62, -0.28, -0.32], [-1.14, -1.29, 0.01], [-2.05, 1.06, -0.04], [1.60, -1.66, 0.10], [-2.29, -1.70, -0.04], [0.65, 1.50, -0.13], [2.30, 0.33, 0.15], [-2.04, 1.73, -0.87], [-3.02, 0.64, -0.04], [1.72, -1.83, 1.15], [0.70, -2.07, -0.07]]
}

---

No. 10
{
  "formula": "C2H6N4O",
  "method": "the ωB97M-V functional and the def2-TZVPD basis",
  "e_homo_ev": [-19.2, -19.3],
  "charge": 2,
  "relative_energy_ev": 0.437,
  "gap_ev": [7.39, 7.86],
  "largest_force_ev_per_a": 4.6,
  "elements": ["C", "C", "N", "N", "N", "N", "O", "H", "H", "H", "H", "H", "H"],
  "positions_angstrom": [[0.48, -0.67, -0.22], [-0.57, 0.94, 1.38], [-1.63, -0.86, -1.97], [-1.07, -0.27, -1.21], [1.58, -1.00, -0.76], [0.21, -0.16, 1.04], [0.62, -0.98, 1.85], [-0.66, 1.75, 0.60], [-0.19, 1.35, 2.41], [-1.60, 0.56, 1.80], [-2.43, -1.38, -2.54], [1.59, -1.56, -1.60], [2.53, -0.84, -0.39]]
}

---

So what do the calculations give for molecular weight? Going down the list: 104.16, 136.23, 86.10, 86.10, 102.10, 102.10, 102.10, 102.10, 102.10, 102.10 Da.